# 1
Computed, not measured: an isolated ion of composition C6H8NO8 and charge -1 in a non-equilibrium geometry, with ωB97M-V with the def2-TZVPD basis set.

The geometry in XYZ format:
```
23
Properties=species:S:1:pos:R:3:mulliken_charge:R:1
C -1.0168 -1.3159 -0.2061 -0.47
C 2.2681 0.1630 -0.4219 0.50
C 0.3393 -1.2851 0.3675 -0.98
C 0.9688 0.1292 0.4060 1.64
C -0.0716 1.1098 -0.1504 -0.67
C -1.5685 0.9577 0.1800 0.87
N -1.9408 -0.4722 -0.3104 0.75
O 3.2135 0.3801 0.3317 -0.77
O -3.0978 -0.6650 -0.7822 -0.90
O 2.1949 0.0301 -1.6535 -0.78
O 1.2580 0.4507 1.7352 -0.73
O 0.4115 2.3354 0.1615 -0.61
O -0.1439 1.0008 -1.5653 -0.68
O -1.7132 1.1245 1.4867 -0.66
O -2.4384 1.7398 -0.5831 -0.60
H -1.1401 -2.3057 -0.7364 0.32
H 0.2533 -1.7185 1.3664 0.32
H 0.9811 -1.9066 -0.2697 0.26
H 2.1815 0.8466 1.5239 0.35
H 0.0099 3.0594 -0.4125 0.46
H 0.6738 0.5182 -1.8260 0.49
H -0.8298 1.2156 1.8541 0.49
H -2.9542 1.1256 -1.1237 0.39
```

**Strongest force on any atom**: 4.56 eV Å⁻¹
**Total charge**: -1
**Kohn-Sham gap**: 0.3335 Ha

---

# 2
Computed, not measured: a 3-piece molecular cluster, C10H20N3O8S2 overall in a non-equilibrium geometry, with ωB97M-V with the def2-TZVPD basis set.

The geometry in XYZ format:
```
43
Properties=species:S:1:pos:R:3:mulliken_charge:R:1
C -0.8699 1.2773 -4.1269 -1.50
C -2.0711 0.6059 -3.4782 -0.41
C -1.6843 -0.4532 -2.4723 0.04
N -0.5773 -1.3444 -2.9467 -0.28
C 0.0280 -1.9642 -1.8753 0.11
N -0.5574 -2.8752 -1.1006 0.04
C 0.3366 -3.2517 -0.0972 -0.39
C 1.4670 -2.5689 -0.2918 -0.55
N 1.2593 -1.7535 -1.4122 0.04
H -0.2974 0.5480 -4.6906 0.43
H -1.1876 2.0735 -4.7826 0.33
H -0.2349 1.6977 -3.3613 0.43
H -2.6002 1.3608 -2.9045 0.27
H -2.7866 0.2506 -4.2072 0.47
H -2.5482 -1.0809 -2.2788 0.22
H -1.4142 0.0177 -1.5303 -0.06
H 0.1436 -0.7948 -3.4033 0.30
H -1.4933 -3.2048 -1.2601 0.24
H 0.1045 -3.9641 0.6610 0.47
H 2.3798 -2.5653 0.2616 0.61
H 1.9007 -1.1000 -1.8281 0.24
C -0.7113 1.9954 0.5373 -0.28
C -0.8777 3.3554 1.1848 -0.43
O -0.4759 4.2857 0.1640 -0.31
S -0.8564 3.7154 -1.2779 1.06
O -2.0904 4.2622 -1.7031 -0.54
O 0.3010 3.7487 -2.0936 -0.56
O -1.1309 2.1978 -0.8208 -0.24
H 0.3288 1.6699 0.5313 0.26
H -1.3275 1.2348 1.0069 0.32
H -0.2583 3.4814 2.0672 0.32
H -1.9213 3.5542 1.4363 0.33
C 1.8784 -2.3679 4.6235 -0.31
C 1.8473 -1.0057 5.2845 -0.37
O 2.2212 -0.1002 4.2288 -0.33
S 1.6788 -0.6383 2.8378 1.23
O 0.4522 0.0035 2.5151 -0.50
O 2.7433 -0.6647 1.9024 -0.63
O 1.3453 -2.1306 3.3038 -0.28
H 2.8963 -2.7465 4.5229 0.30
H 1.2637 -3.0990 5.1398 0.31
H 2.5511 -0.9185 6.1060 0.32
H 0.8452 -0.7437 5.6281 0.30
```

**Strongest force on any atom**: 1.20 eV Å⁻¹
**Total charge**: +1
**Kohn-Sham gap**: 0.3932 Ha

---

# 3
Computed, not measured: a 9-piece molecular cluster, H6O3 overall in a non-equilibrium geometry, with ωB97M-V with the def2-TZVPD basis set.

The geometry in XYZ format:
```
9
Properties=species:S:1:pos:R:3:mulliken_charge:R:1
O 4.5900 4.4729 1.3552 -0.33
H 2.4598 4.1323 0.8010 0.27
H 2.4020 9.6058 0.9973 0.12
O 3.9045 7.5208 0.9846 -0.56
H 3.3142 10.9912 1.1088 0.34
H 3.2619 9.3061 1.1936 0.00
O 2.7434 2.1251 1.0319 -0.19
H 2.3164 7.1769 1.3426 0.26
H 2.9979 5.5655 1.0980 0.09
```

**Strongest force on any atom**: 6.15 eV Å⁻¹
**Total charge**: 0
**Kohn-Sham gap**: 0.2186 Ha

---

# 4
Computed, not measured: C42H40BrFN3PS4Se2Sr as an isolated structure in a non-equilibrium geometry, with ωB97M-V with the def2-TZVPD basis set.

The geometry in XYZ format:
```
95
Properties=species:S:1:pos:R:3:mulliken_charge:R:1
Sr -0.7439 -1.1294 0.5883 0.84
Br 2.8406 3.4640 6.0601 -0.29
C 2.3210 2.0062 4.9478 0.05
C 2.5159 0.7111 5.3904 -0.64
C 2.1393 -0.3566 4.5839 -0.45
C 1.5755 -0.1425 3.3214 -0.60
C 1.3640 1.1823 2.9212 0.04
C 1.7339 2.2532 3.7164 -0.45
N 1.1802 -1.1625 2.4488 0.99
C 1.6716 -2.3739 2.6198 -0.73
C 1.3198 -3.5400 1.8560 0.35
C 1.9378 -4.7720 2.1601 -0.94
C 1.6179 -5.8880 1.4296 -0.43
C 0.6813 -5.7834 0.3900 -1.00
C 0.1031 -4.5494 0.1576 -0.90
N 0.4139 -3.4531 0.8485 0.93
H 2.9438 0.5297 6.3674 0.38
H 2.2543 -1.3588 4.9726 0.34
H 0.8798 1.3760 1.9735 0.28
H 1.5511 3.2653 3.3816 0.49
H 2.4413 -2.5589 3.3714 0.08
H 2.6586 -4.8216 2.9675 0.38
H 2.0874 -6.8384 1.6568 0.36
H 0.3927 -6.6376 -0.2071 0.42
H -0.6463 -4.4218 -0.6172 0.48
Se -2.2465 1.0885 2.4501 -0.56
P -2.9701 2.1303 0.7310 0.62
Se -2.3139 1.3869 -1.1670 -0.37
C -2.5791 3.9233 0.8773 0.38
C -2.1894 4.6734 -0.2262 -0.34
C -1.9250 6.0344 -0.0932 -0.57
C -2.0504 6.6511 1.1426 -0.40
C -2.4376 5.9044 2.2501 -0.59
C -2.6977 4.5475 2.1195 -0.72
C -4.8021 2.1885 0.7694 0.54
C -5.5252 1.4498 1.6969 -0.52
C -6.9158 1.4986 1.6941 -0.64
C -7.5861 2.2858 0.7691 -0.41
C -6.8642 3.0184 -0.1685 -0.65
C -5.4782 2.9638 -0.1712 -0.47
H -2.0801 4.1728 -1.1819 0.35
H -1.6116 6.6065 -0.9585 0.38
H -1.8374 7.7083 1.2485 0.36
H -2.5259 6.3785 3.2205 0.39
H -2.9708 3.9530 2.9832 0.34
H -4.9950 0.8156 2.3968 0.44
H -7.4690 0.9016 2.4093 0.38
H -8.6696 2.3187 0.7647 0.34
H -7.3822 3.6230 -0.9041 0.37
H -4.9152 3.5125 -0.9177 0.32
C 1.3638 2.8446 -0.7502 -1.35
C 1.2330 1.7806 -1.8467 2.00
C 1.0311 2.4329 -3.2147 -1.64
C 2.3993 0.8179 -1.8408 0.66
C 3.6876 1.3140 -2.0181 -0.20
C 4.7887 0.4740 -2.0192 -1.63
C 4.5920 -0.8814 -1.8082 -0.43
C 3.3193 -1.4123 -1.6125 1.07
C 3.1879 -2.8995 -1.3454 2.26
C 3.5251 -3.7459 -2.5756 -1.71
C 4.0721 -3.3217 -0.1682 -1.54
C 2.1902 -0.5643 -1.6577 -1.94
N 0.8713 -1.0702 -1.5493 2.06
C 0.3954 -1.5871 -2.7086 0.32
C 1.0661 -1.6402 -3.9610 -1.09
C 0.4832 -2.1964 -5.0956 -0.77
C -0.8015 -2.7240 -5.0781 -0.71
C -1.5102 -2.6661 -3.8757 -0.58
C -0.9125 -2.1220 -2.7745 -0.38
F -1.6559 -2.0580 -1.6223 0.20
H 0.3888 3.2933 -0.5414 0.01
H 2.0520 3.6449 -1.0469 0.42
H 1.7469 2.4125 0.1766 0.30
H 0.3363 1.2032 -1.6391 -0.55
H 1.8659 3.0973 -3.4658 0.32
H 0.1097 3.0236 -3.2142 0.35
H 0.9486 1.6748 -3.9976 0.36
H 3.8230 2.3823 -2.1603 0.32
H 5.7867 0.8702 -2.1691 0.35
H 5.4493 -1.5472 -1.7886 0.28
H 2.1481 -3.0820 -1.0817 -1.09
H 4.5552 -3.5630 -2.9020 0.30
H 2.8549 -3.5207 -3.4070 0.35
H 3.4310 -4.8101 -2.3383 0.47
H 5.1339 -3.2102 -0.4144 0.43
H 3.8942 -4.3685 0.0857 0.36
H 3.8664 -2.7158 0.7164 0.26
H 2.0657 -1.2290 -4.0330 0.57
H 1.0572 -2.2079 -6.0164 0.38
H -1.2517 -3.1519 -5.9642 0.36
H -2.5275 -3.0258 -3.7763 0.47
S -2.0796 -3.0583 2.7711 -0.22
S -3.9892 -3.7006 2.7482 -0.11
S -5.1360 -2.3096 1.7320 -0.08
S -4.0520 -1.6114 0.2077 -0.16
```

**Strongest force on any atom**: 1.31 eV Å⁻¹
**Total charge**: -2
**Kohn-Sham gap (spin up / spin down)**: 0.1510 / 0.2200 Ha

---

# 5
Computed, not measured: one molecule with the formula C4H6ClNS in a non-equilibrium geometry, with ωB97M-V with the def2-TZVPD basis set.

The geometry in XYZ format:
```
13
Properties=species:S:1:pos:R:3:mulliken_charge:R:1
C 0.1720 -1.6466 -0.6587 -1.55
C 0.2311 -0.2314 -0.1191 0.99
C -0.9180 0.3256 0.3421 0.14
C -0.8783 1.6265 0.9199 -0.31
H -0.1463 -2.3112 0.1149 0.37
H -0.4623 -1.7605 -1.4610 0.43
H 1.0775 -2.0542 -1.1133 0.38
H 1.3557 1.5177 -0.1384 0.03
H 1.9908 0.0860 -0.8160 0.23
H -1.8807 1.9145 1.4633 0.22
N 1.3167 0.4608 -0.2556 -0.31
S 0.3998 2.7727 1.2029 -0.40
Cl -2.2579 -0.7000 0.5190 -0.23
```

**Strongest force on any atom**: 3.00 eV Å⁻¹
**Total charge**: 0
**Kohn-Sham gap**: 0.2959 Ha

---

# 6
Computed, not measured: a 9-piece molecular cluster, C18H53NO9 overall in a non-equilibrium geometry, with ωB97M-V with the def2-TZVPD basis set.

The geometry in XYZ format:
```
81
Properties=species:S:1:pos:R:3:mulliken_charge:R:1
C 1.1585 1.9565 -2.5967 -1.81
C 2.1328 0.8492 -2.1963 1.77
C 1.9768 0.6110 -0.6863 -0.34
C 2.5159 -0.7058 -0.1811 -0.65
C 2.1746 -1.9121 -1.0653 -1.16
C 2.4283 -1.6659 -2.5634 1.80
N 1.8230 -0.3757 -2.9229 1.16
O 1.8594 -0.1685 -4.3396 -0.62
C 3.8674 -1.8519 -2.9630 -1.85
C 1.6338 -2.8072 -3.2693 -1.97
C 3.5566 1.3690 -2.4846 -2.00
H 1.4664 2.9147 -2.1778 0.40
H 0.1204 1.7917 -2.2914 0.10
H 1.1018 2.0782 -3.6815 0.47
H 2.5220 1.4020 -0.1694 0.44
H 0.9065 0.6012 -0.4563 -0.45
H 2.1841 -0.8963 0.8459 0.07
H 3.5982 -0.6474 0.0050 0.48
H 1.1971 -2.2930 -0.7622 0.09
H 2.8358 -2.6779 -0.6428 0.39
H 4.0067 -1.4648 -3.9852 0.40
H 4.6137 -1.2447 -2.4497 0.29
H 4.2124 -2.8762 -3.0976 0.42
H 0.5456 -2.8550 -3.1850 0.32
H 1.7341 -2.6807 -4.3533 0.48
H 2.0286 -3.7545 -2.9107 0.45
H 3.6781 1.3455 -3.5734 0.41
H 4.3667 0.7747 -2.0620 0.31
H 3.7838 2.3986 -2.2019 0.45
H 0.9797 -0.4530 -4.6037 0.30
O -4.1286 -2.3725 -0.9259 -0.61
H -4.8048 -1.7723 -0.5926 0.30
H -4.1458 -3.1174 -0.3110 0.33
O -1.1240 -1.0604 -2.3801 -0.51
H -1.8229 -1.1218 -3.0450 0.23
H -0.3716 -0.6283 -2.8239 0.12
O -3.8734 0.5620 2.8716 -0.67
H -4.2781 0.8209 2.0391 0.30
H -2.9264 0.7358 2.7468 0.32
O -1.0892 -1.1652 0.7592 0.30
H -1.5903 -1.0959 -0.0637 -0.08
H -0.9646 -0.2504 1.0525 0.07
O -1.2641 -3.5819 -1.0296 -0.69
H -0.8538 -2.8264 -1.4741 0.17
H -2.0994 -3.2361 -0.7042 0.30
C -2.8832 3.6669 -2.3457 -1.52
C -2.8153 3.0171 -0.9558 0.65
C -3.1030 1.5142 -1.0373 -0.41
O -1.5202 3.2426 -0.4155 -0.42
H -3.7494 3.4604 -2.9711 0.42
H -1.9999 3.4802 -2.9657 0.28
H -2.8158 4.7556 -2.2150 0.43
H -3.5699 3.4723 -0.3081 0.27
H -3.8456 1.3445 -1.8143 0.50
H -3.4640 1.1725 -0.0677 -0.21
H -2.1986 0.9761 -1.3209 -0.24
H -1.2311 4.1299 -0.6501 0.21
C 1.1472 2.3950 2.4064 -0.96
C -0.2611 2.5341 3.0130 0.32
C -0.8066 3.9323 3.0902 -1.21
O -1.0910 1.7044 2.1270 -0.08
H 1.3243 1.3554 2.1444 0.08
H 1.9688 2.6825 3.0700 0.48
H 1.1853 3.0155 1.5082 0.22
H -0.3560 1.9453 3.9250 0.37
H -0.0882 4.6575 3.4649 0.36
H -1.7040 3.9070 3.7191 0.36
H -1.2695 4.3026 2.1708 0.17
H -1.2136 2.1915 1.2952 -0.01
C 0.7832 -2.0632 4.6553 -0.76
C -0.1560 -3.2382 4.2987 0.75
C -0.8067 -3.8279 5.5267 -1.50
O -1.1533 -2.7725 3.4147 -0.47
H 1.0408 -1.6391 3.6722 -0.13
H 1.7689 -2.2371 5.0851 0.41
H 0.2316 -1.2848 5.1828 0.27
H 0.4692 -4.0321 3.8727 0.15
H -1.4678 -3.1640 6.0838 0.36
H -0.0615 -4.1366 6.2684 0.39
H -1.2969 -4.7715 5.2743 0.36
H -0.6628 -2.3402 2.7004 0.09
```

**Strongest force on any atom**: 2.44 eV Å⁻¹
**Total charge**: 0
**Kohn-Sham gap**: 0.3347 Ha

---

# 7
Computed, not measured: one molecule with the formula C10H13ClSi in a non-equilibrium geometry, with ωB97M-V with the def2-TZVPD basis set.

The geometry in XYZ format:
```
25
Properties=species:S:1:pos:R:3:mulliken_charge:R:1
C -2.8563 -0.8314 0.1646 -0.60
C -2.9057 -0.1147 1.4433 -0.61
C -1.5840 -1.1162 -0.3626 -0.34
C -1.7452 0.1594 2.0475 -0.62
C -0.3980 -0.9089 0.2745 0.82
C -0.4435 -0.2611 1.5338 1.00
C 0.8935 -1.3232 -0.2126 -1.46
C 0.6772 0.0063 2.3300 -0.48
C 1.3016 1.9497 -0.5347 -0.95
C 1.9934 0.0067 -2.8927 -0.98
Si 1.7783 0.2189 -0.9888 -0.01
Cl 0.7775 1.1883 3.5588 -0.16
H -3.8085 -1.0458 -0.4536 0.27
H -3.9006 0.1054 1.8153 0.39
H -1.5016 -1.6835 -1.3512 0.23
H -1.8683 0.7714 3.0395 0.12
H 1.3565 -1.8360 0.5651 0.59
H 0.6798 -2.0155 -0.9775 0.61
H 1.7324 -0.2484 1.9429 0.26
H 1.2874 2.5477 -1.4193 0.37
H 0.3062 1.8506 -0.0755 0.31
H 1.7686 2.4126 0.3260 0.35
H 2.6475 -0.9307 -2.9888 0.26
H 1.1446 0.1722 -3.5555 0.39
H 2.6670 0.9264 -3.2285 0.24
```

**Strongest force on any atom**: 3.89 eV Å⁻¹
**Total charge**: 0
**Kohn-Sham gap (spin up / spin down)**: 0.2639 / 0.2125 Ha

---

# 8
Computed, not measured: C5H10N as an isolated structure in a non-equilibrium geometry, with ωB97M-V with the def2-TZVPD basis set.

The geometry in XYZ format:
```
16
Properties=species:S:1:pos:R:3:mulliken_charge:R:1
C 1.1869 -1.5899 -1.1353 -0.09
C 0.8908 -2.0556 0.0853 -0.13
C 0.1902 1.5857 0.2349 -1.58
C -1.2437 -0.2317 0.4620 -1.52
C 0.0126 0.1774 -0.0928 0.76
N 1.1668 -0.6643 0.0956 -0.06
H 2.1085 -1.6295 -1.6079 0.34
H -0.1337 -2.3666 0.3464 0.18
H 0.5672 1.8292 1.1829 0.44
H 0.8938 2.0383 -0.4731 0.37
H -0.7170 2.1186 0.1752 0.44
H -1.2446 -0.2465 1.5798 0.40
H -1.5843 -1.2381 0.2215 0.38
H -2.0628 0.4882 0.2198 0.42
H 0.4398 -0.6351 -1.7156 0.35
H 2.0048 -0.4259 0.5525 0.30
```

**Strongest force on any atom**: 4.12 eV Å⁻¹
**Total charge**: +1
**Kohn-Sham gap (spin up / spin down)**: 0.2768 / 0.3341 Ha